Entry 1:
{"formula": "CH7BrN3", "method": "wB97M-V/def2-TZVPD", "species": ["Br", "N", "N", "N", "C", "H", "H", "H", "H", "H", "H", "H"], "positions_angstrom": [[3.8097, -0.0379, 0.0180], [2.1791, 0.8524, 0.0003], [-0.1822, 0.8338, 0.0234], [-1.9760, -1.0003, -0.0006], [0.9952, 0.2416, 0.0971], [-2.8426, -0.8728, -0.5294], [-0.9857, 0.2678, -0.0097], [2.1881, 1.8451, 0.0000], [-2.2563, -1.3941, 0.8866], [-1.4778, -1.6721, -0.5642], [0.9741, -0.7482, 0.5170], [-0.4257, 1.6847, -0.4384]], "forces_ev_per_angstrom": [[-0.53, 0.25, 0.11], [-1.04, -1.37, -0.01], [3.00, 1.26, -0.64], [-1.29, -0.15, -0.71], [-0.07, 1.68, 0.97], [0.11, 0.15, 0.27], [-1.95, -2.25, 0.72], [0.36, 0.89, -0.34], [0.14, -0.32, 0.08], [0.16, -0.59, 0.22], [0.16, -0.63, -0.51], [0.96, 1.08, -0.14]], "mulliken_charge": [0.14, -0.34, -0.24, -0.91, 0.24, 0.28, 0.37, 0.30, 0.25, 0.29, 0.32, 0.30], "charge": 1, "homo_ev": -14.44, "gap_ev": 10.2, "relative_energy_kj_mol": 61.34, "multiplicity": 1}


Entry 2:
{"formula": "C28H62FNO11P", "method": "wB97M-V/def2-TZVPD", "species": ["P", "F", "O", "O", "O", "O", "O", "O", "O", "O", "O", "O", "O", "N", "C", "C", "C", "C", "C", "C", "C", "C", "C", "C", "C", "C", "C", "C", "C", "C", "C", "C", "C", "C", "C", "C", "C", "C", "C", "C", "C", "C", "H", "H", "H", "H", "H", "H", "H", "H", "H", "H", "H", "H", "H", "H", "H", "H", "H", "H", "H", "H", "H", "H", "H", "H", "H", "H", "H", "H", "H", "H", "H", "H", "H", "H", "H", "H", "H", "H", "H", "H", "H", "H", "H", "H", "H", "H", "H", "H", "H", "H", "H", "H", "H", "H", "H", "H", "H", "H", "H", "H", "H", "H"], "positions_angstrom": [[2.3644, -3.0282, 1.6437], [1.0094, -5.1536, 0.9582], [6.0533, -5.1099, 1.2274], [-3.7296, -0.3437, -4.9484], [-5.2943, -1.4086, -2.5781], [-1.6201, 5.9785, 3.1379], [1.2333, 6.7703, 3.9123], [0.8822, 3.8466, -0.8437], [-1.6939, 2.3261, -1.3040], [-6.5085, -0.8090, -6.0466], [1.1321, -3.0968, 2.7327], [-1.3777, 7.3330, 5.8827], [0.4308, 0.1602, -1.0363], [5.0741, -5.6658, 0.6340], [1.9967, 5.5895, 3.7987], [-2.2532, 8.4356, 5.8044], [3.8283, -2.9712, 2.7690], [4.8374, -5.5963, -1.8316], [-5.3346, -1.4477, -6.4967], [0.5479, 7.1967, 2.7565], [-1.9338, 6.0635, 5.6255], [-4.5362, 0.4155, -4.0702], [-0.1039, -0.6849, -0.0368], [3.0144, -5.8845, 1.9891], [-0.9682, 7.2028, 2.8601], [2.3884, -4.8463, 1.0568], [-0.2371, 3.8538, 0.0168], [-1.4138, 5.3498, 4.3884], [-6.8171, 0.4345, -6.6368], [-4.2321, -1.5595, -5.4601], [5.1027, -7.1260, 2.5927], [-4.4747, -2.4667, -2.1337], [-4.6915, -0.1356, -2.6667], [0.8763, 4.7943, -1.8882], [-0.3766, 0.3906, -2.1679], [4.4535, -4.9131, -0.5102], [3.8747, -7.8305, 0.5697], [-0.8707, 1.8159, -2.3348], [4.2545, -6.6217, 1.4387], [4.9894, -3.4842, -0.4997], [-1.1218, 2.6228, -0.0471], [2.9191, -4.9339, -0.3696], [3.1761, -7.6003, -0.2279], [-5.5916, -2.4780, -6.7726], [-2.0170, 4.4387, 4.3257], [2.5243, -4.1076, -0.9668], [4.9245, -3.0216, 0.4820], [2.2402, -6.6309, 2.1925], [-1.1734, -0.8585, -0.1838], [3.2732, -5.4388, 2.9518], [4.5424, -3.7836, 2.6263], [-0.3765, 5.0389, 4.5207], [0.8254, 8.2414, 2.5681], [-4.6171, -3.3324, -2.7840], [-3.1665, 8.1908, 5.2550], [5.3215, -6.3322, 3.3056], [-0.8390, 4.7564, -0.1357], [0.1365, 3.8942, 1.0479], [-3.3835, -1.9995, -5.9929], [6.0492, -7.5289, 2.2322], [6.0382, -3.4611, -0.7911], [-1.7478, 9.2539, 5.2883], [-1.9753, 2.8542, 0.5969], [-5.3278, 0.5775, -2.1291], [1.2308, 4.3172, -2.8038], [1.7958, 4.9463, 4.6580], [-1.3226, 7.4779, 1.8623], [5.7835, -5.2093, -2.2132], [4.9343, -6.6726, -1.6933], [4.7724, -8.2704, 0.1307], [0.2201, 0.1762, -3.0633], [4.5531, -7.9152, 3.1114], [-1.2308, -0.2968, -2.1775], [-5.9476, 0.8740, -7.1327], [-1.6797, 5.4077, 6.4675], [-0.0497, 2.4927, -2.5781], [-3.4159, -2.1933, -2.1506], [-4.7452, -2.7554, -1.1141], [-1.5307, 1.7825, -3.2078], [0.8682, 6.6141, 1.8849], [3.0640, 5.8269, 3.7908], [1.2484, -3.7430, 3.4398], [-7.6210, 0.3222, -7.3702], [3.4840, -2.9810, 3.8061], [0.0410, -0.2213, 0.9418], [-0.1265, 5.1896, -2.0704], [1.5457, 5.6281, -1.6549], [-0.6137, 1.7597, 0.3849], [-4.5174, -2.2518, -4.6661], [-2.5277, 8.7790, 6.8061], [4.0719, -5.4202, -2.5914], [-3.0270, 6.1243, 5.5826], [1.7559, 5.0359, 2.8868], [-5.5083, 0.6536, -4.5058], [-4.9489, -0.9564, -7.3967], [-3.7173, -0.1357, -2.1642], [4.4096, -2.8865, -1.2071], [2.5041, -5.8462, -0.7973], [3.4030, -8.5870, 1.2019], [0.4255, -1.6392, -0.0277], [-7.1552, 1.1219, -5.8594], [-1.2968, 7.9892, 3.5414], [4.3534, -2.0294, 2.5984], [-3.9921, 1.3570, -3.9474]], "forces_ev_per_angstrom": [[-0.06, -0.23, 0.07], [0.06, 0.05, -0.07], [0.22, -0.03, -0.03], [0.20, 0.09, -0.07], [-0.09, -0.05, -0.20], [0.03, -0.05, -0.11], [-0.15, -0.02, 0.14], [0.01, -0.18, -0.07], [-0.21, 0.01, -0.05], [-0.04, -0.01, 0.17], [0.01, 0.09, 0.07], [0.18, 0.02, -0.14], [0.05, 0.16, 0.06], [-0.26, 0.32, 0.19], [0.08, 0.03, -0.06], [-0.06, -0.02, 0.09], [0.12, 0.08, -0.05], [0.01, -0.02, -0.08], [0.02, -0.12, -0.20], [0.13, 0.06, -0.16], [-0.13, -0.09, 0.15], [-0.05, 0.15, 0.08], [0.03, -0.04, -0.01], [-0.20, -0.21, 0.07], [-0.08, 0.12, 0.00], [0.07, 0.16, -0.10], [0.03, 0.23, 0.30], [-0.10, -0.14, 0.01], [-0.02, -0.02, -0.11], [0.06, -0.15, -0.09], [0.06, -0.02, 0.18], [0.03, 0.02, 0.11], [0.09, 0.17, 0.28], [-0.01, 0.08, 0.03], [-0.03, -0.14, -0.15], [0.02, -0.22, 0.09], [-0.01, -0.05, 0.11], [-0.08, -0.01, -0.21], [0.03, -0.02, -0.35], [-0.05, 0.10, -0.09], [0.00, 0.00, 0.14], [0.05, -0.02, 0.09], [-0.01, 0.04, -0.06], [-0.01, 0.04, -0.08], [0.11, -0.07, 0.00], [-0.05, -0.05, 0.07], [-0.06, 0.01, -0.03], [0.04, 0.04, 0.00], [0.00, 0.01, 0.02], [0.00, -0.02, -0.03], [0.02, 0.08, -0.04], [0.02, 0.20, 0.02], [0.06, -0.03, -0.09], [-0.02, 0.00, 0.01], [0.01, 0.02, -0.03], [0.06, -0.02, -0.06], [0.00, -0.02, -0.12], [-0.05, 0.09, 0.01], [0.00, -0.10, 0.09], [-0.05, -0.02, 0.02], [-0.04, -0.02, 0.05], [0.02, 0.00, 0.03], [0.02, -0.08, 0.05], [0.05, 0.00, 0.05], [0.02, -0.01, 0.01], [0.01, 0.02, 0.01], [-0.04, 0.05, 0.03], [0.00, -0.09, 0.08], [-0.05, 0.02, -0.06], [-0.03, 0.02, 0.03], [-0.04, -0.07, 0.00], [0.02, 0.04, -0.03], [0.00, 0.02, 0.06], [0.00, 0.03, 0.03], [-0.08, 0.01, 0.03], [0.06, -0.09, 0.21], [0.00, -0.03, -0.03], [0.02, 0.01, 0.01], [0.08, 0.06, -0.06], [-0.05, -0.08, 0.04], [0.00, -0.01, -0.03], [-0.03, -0.02, -0.02], [0.02, 0.00, -0.02], [0.01, -0.02, -0.03], [0.00, 0.00, 0.00], [0.00, -0.02, -0.03], [-0.02, 0.02, 0.01], [0.11, 0.05, -0.17], [-0.13, 0.15, -0.01], [-0.03, -0.01, 0.00], [0.05, 0.06, 0.03], [0.01, 0.07, -0.06], [-0.01, -0.02, 0.02], [0.05, -0.20, 0.05], [-0.01, 0.08, 0.04], [0.00, -0.05, -0.03], [0.07, -0.05, -0.01], [0.03, -0.02, -0.04], [0.02, 0.06, -0.03], [-0.08, -0.03, -0.04], [-0.03, -0.01, 0.00], [0.10, -0.09, 0.08], [-0.01, -0.04, 0.09], [-0.09, 0.05, -0.04]], "mulliken_spin": [0.00, 0.00, 0.51, 0.00, 0.00, 0.00, 0.00, 0.00, 0.00, 0.00, 0.00, 0.00, 0.00, 0.44, 0.00, 0.00, 0.00, 0.02, 0.00, 0.00, 0.00, 0.00, 0.00, 0.03, 0.00, -0.02, 0.00, 0.00, 0.00, 0.00, 0.01, 0.00, 0.00, 0.00, 0.00, -0.02, 0.03, 0.00, -0.03, 0.01, 0.00, 0.02, 0.00, 0.00, 0.00, 0.00, 0.01, 0.00, 0.00, 0.00, 0.00, 0.00, 0.00, 0.00, 0.00, 0.00, 0.00, 0.00, 0.00, 0.00, 0.00, 0.00, 0.00, 0.00, 0.00, 0.00, 0.00, 0.00, 0.00, -0.01, 0.00, 0.00, 0.00, 0.00, 0.00, 0.00, 0.00, 0.00, 0.00, 0.00, 0.00, 0.00, 0.00, 0.00, 0.00, 0.00, 0.00, 0.00, 0.00, 0.00, 0.00, 0.00, 0.00, 0.00, 0.00, 0.00, 0.00, 0.00, 0.00, 0.00, 0.00, 0.00, 0.00, 0.00], "homo_ev": [-8.15, -8.87], "gap_ev": [8.7, 9.4], "multiplicity": 2}


Values for total energy, a.u., ordered as above
-2780.3052, -2427.3919
Values for largest force on an atom, eV/A, ordered as above
3.313, 0.457